## 1
{"formula": "C6H7N3O", "method": "wB97M-V/def2-TZVPD", "gap_ev": 10.53, "e_lumo_ev": 0.777, "homo_energy_ev": -9.7502, "smiles": "O=C[C@@H]1CCc2ncnn21", "species": ["O", "C", "C", "C", "C", "C", "N", "C", "N", "N", "H", "H", "H", "H", "H", "H", "H"], "xyz": [[2.392, -2.198, 0.082], [1.522, -1.549, 0.530], [0.598, -0.483, -0.329], [0.884, 0.947, 0.247], [-0.501, 1.563, 0.060], [-1.417, 0.438, 0.308], [-2.665, 0.158, 0.588], [-2.744, -1.151, 0.346], [-1.639, -1.731, -0.049], [-0.741, -0.654, 0.006], [1.307, -1.465, 1.598], [0.852, -0.574, -1.371], [1.727, 1.507, -0.344], [1.159, 0.921, 1.338], [-0.587, 1.739, -1.006], [-0.738, 2.383, 0.671], [-3.682, -1.642, 0.545]], "nbo_charge": [-0.482, 0.470, -0.146, -0.382, -0.448, 0.386, -0.495, 0.159, -0.292, -0.211, 0.104, 0.218, 0.236, 0.217, 0.225, 0.238, 0.204]}


## 2
{"formula": "C6H7N3O", "method": "wB97M-V/def2-TZVPD", "gap_ev": 9.55, "e_lumo_ev": 0.680, "homo_energy_ev": -8.8692, "smiles": "NC(=O)Nc1ccccn1", "species": ["N", "C", "O", "N", "C", "C", "C", "C", "C", "N", "H", "H", "H", "H", "H", "H", "H"], "xyz": [[0.155, -2.094, 1.832], [1.270, -1.765, 1.282], [2.341, -2.318, 1.488], [1.371, -0.494, 0.597], [0.328, 0.223, -0.051], [0.655, 1.396, -0.684], [-0.237, 2.109, -1.412], [-1.577, 1.590, -1.411], [-1.767, 0.323, -0.835], [-0.851, -0.379, -0.107], [-0.794, -1.820, 1.514], [0.082, -3.085, 2.080], [2.162, -0.239, 0.778], [1.790, 1.762, -0.411], [0.165, 3.019, -1.839], [-2.221, 1.822, -1.978], [-2.871, -0.050, -0.843]], "nbo_charge": [-0.810, 0.779, -0.643, -0.605, 0.375, -0.275, -0.146, -0.263, 0.064, -0.503, 0.431, 0.397, 0.378, 0.216, 0.229, 0.177, 0.197]}


Preferred: 1; penalty for the next structure: 47.8 kJ/mol.


## 1
{"formula": "C3H9NO3", "method": "wB97M-V/def2-TZVPD", "gap_ev": 10.20, "e_lumo_ev": 0.454, "homo_energy_ev": -9.7471, "smiles": "CC(=O)NCO.O", "species": ["C", "C", "O", "N", "C", "O", "H", "H", "H", "H", "H", "H", "H", "O", "H", "H"], "xyz": [[1.019, 0.260, -1.290], [1.915, -0.221, -0.153], [3.058, -0.542, -0.377], [1.400, -0.309, 1.108], [0.081, 0.104, 1.529], [-0.204, -0.388, 2.809], [1.694, 0.766, -1.967], [0.665, -0.643, -1.778], [0.171, 0.818, -0.919], [2.037, -0.683, 1.794], [-0.051, 1.191, 1.520], [-0.660, -0.321, 0.849], [0.160, 0.223, 3.459], [-3.891, -0.281, -1.864], [-4.371, -0.067, -2.673], [-3.022, 0.091, -2.046]], "nbo_charge": [-0.721, 0.684, -0.618, -0.651, 0.107, -0.698, 0.250, 0.239, 0.206, 0.412, 0.148, 0.170, 0.472, -0.930, 0.467, 0.463]}


## 2
{"formula": "C3H9NO3", "method": "wB97M-V/def2-TZVPD", "gap_ev": 9.99, "e_lumo_ev": 0.292, "homo_energy_ev": -9.6943, "smiles": "NC(=O)CCO.O", "species": ["N", "C", "O", "C", "C", "O", "H", "H", "H", "H", "H", "H", "H", "O", "H", "H"], "xyz": [[1.094, -1.173, 0.926], [0.363, -0.223, 1.565], [0.319, -0.136, 2.773], [-0.379, 0.783, 0.688], [0.385, 1.223, -0.547], [-0.225, 2.337, -1.185], [1.725, -1.719, 1.487], [0.952, -1.467, -0.027], [-1.308, 0.291, 0.404], [-0.587, 1.626, 1.347], [1.380, 1.570, -0.304], [0.492, 0.392, -1.246], [-1.157, 2.143, -1.348], [-0.669, -1.770, -1.599], [-1.322, -1.266, -1.096], [-1.063, -2.611, -1.838]], "nbo_charge": [-0.843, 0.677, -0.609, -0.526, -0.067, -0.711, 0.401, 0.415, 0.192, 0.250, 0.188, 0.168, 0.459, -0.954, 0.475, 0.484]}


Preferred: 2; penalty for the next structure: 30.7 kJ/mol.


## 1
{"formula": "C3H9NO3", "method": "wB97M-V/def2-TZVPD", "gap_ev": 10.79, "e_lumo_ev": 0.608, "homo_energy_ev": -10.1844, "smiles": "CCNC(=O)O.O", "species": ["C", "C", "N", "C", "O", "O", "H", "H", "H", "H", "H", "H", "H", "O", "H", "H"], "xyz": [[0.955, -1.418, 1.582], [0.993, -1.156, 0.085], [0.070, -0.043, -0.236], [-0.548, -0.007, -1.438], [-0.164, -0.601, -2.420], [-1.626, 0.823, -1.458], [1.394, -2.381, 1.779], [-0.096, -1.444, 1.844], [1.410, -0.625, 2.175], [0.632, -2.041, -0.443], [1.957, -0.860, -0.330], [-0.456, 0.333, 0.541], [-1.910, 0.750, -2.388], [-0.606, 3.049, 0.461], [-1.556, 3.050, 0.602], [-0.449, 2.570, -0.355]], "nbo_charge": [-0.618, -0.207, -0.637, 0.867, -0.652, -0.710, 0.224, 0.203, 0.215, 0.204, 0.204, 0.402, 0.504, -0.947, 0.470, 0.478]}


## 2
{"formula": "C3H9NO3", "method": "wB97M-V/def2-TZVPD", "gap_ev": 10.27, "e_lumo_ev": 0.639, "homo_energy_ev": -9.6326, "smiles": "C[C@@H](N)C(=O)O.O", "species": ["C", "C", "N", "C", "O", "O", "H", "H", "H", "H", "H", "H", "H", "O", "H", "H"], "xyz": [[-1.501, -0.759, -0.494], [-0.640, -0.602, 0.760], [0.686, -1.168, 0.676], [-0.505, 0.914, 1.003], [-0.841, 1.550, 1.956], [0.096, 1.511, -0.076], [-2.378, -0.115, -0.470], [-0.903, -0.527, -1.376], [-1.851, -1.779, -0.673], [-1.121, -0.947, 1.671], [0.741, -2.121, 0.973], [1.103, -1.089, -0.238], [0.027, 2.475, -0.036], [2.302, 0.711, -1.573], [3.115, 1.125, -1.262], [1.671, 0.820, -0.841]], "nbo_charge": [-0.626, -0.149, -0.839, 0.803, -0.567, -0.740, 0.217, 0.221, 0.217, 0.220, 0.374, 0.373, 0.507, -0.963, 0.467, 0.484]}


## 3
{"formula": "C3H9NO3", "method": "wB97M-V/def2-TZVPD", "gap_ev": 4.07, "e_lumo_ev": -4.385, "homo_energy_ev": -8.4516, "species": ["O", "C", "C", "N", "C", "O", "H", "H", "H", "H", "H", "H", "H", "H", "H", "O"], "xyz": [[0.910, 1.675, -0.632], [1.571, 0.705, -0.635], [1.354, -0.602, 0.168], [2.404, -0.387, 1.044], [-2.180, 0.935, -0.524], [-2.408, 0.013, 0.497], [2.388, 0.635, -1.371], [0.411, -0.752, 0.841], [1.427, -1.520, -0.416], [2.824, -1.246, 1.436], [-3.102, 1.464, -0.747], [-1.404, 1.677, -0.288], [-1.850, 0.363, -1.402], [-1.187, -2.778, 0.249], [-1.740, -0.813, 0.425], [-0.971, -1.857, 0.087]], "nbo_charge": [-0.435, 0.442, -0.395, -0.264, -0.250, -0.752, 0.136, 0.426, 0.256, 0.343, 0.165, 0.165, 0.151, 0.464, 0.485, -0.938]}


Preferred: 1; penalty for the next structure: 45.2 kJ/mol.


## 1
{"formula": "C4H12N2S2", "method": "wB97M-V/def2-TZVPD", "gap_ev": 9.39, "e_lumo_ev": 0.725, "homo_energy_ev": -8.6668, "smiles": "C[C@H](S)[C@@H](S)N(C)N", "species": ["C", "C", "S", "C", "S", "N", "C", "N", "H", "H", "H", "H", "H", "H", "H", "H", "H", "H", "H", "H"], "xyz": [[1.284, -1.834, -0.339], [1.251, -0.229, -0.492], [2.858, 0.441, -0.065], [0.245, 0.566, 0.287], [0.415, 2.419, 0.016], [-1.094, 0.156, -0.070], [-2.077, 0.643, 0.927], [-1.426, 0.182, -1.488], [1.232, -1.994, 0.705], [0.390, -2.211, -0.692], [2.274, -2.026, -0.780], [1.027, 0.054, -1.637], [2.728, 0.222, 1.211], [0.334, 0.443, 1.312], [1.821, 2.329, -0.001], [-3.015, 0.220, 0.793], [-1.751, 0.440, 1.888], [-2.377, 1.754, 0.792], [-1.372, 1.159, -1.859], [-0.899, -0.580, -1.919]], "nbo_charge": [-0.608, -0.356, 0.022, -0.141, -0.188, -0.311, -0.407, -0.684, 0.205, 0.215, 0.234, 0.238, 0.106, 0.198, 0.162, 0.209, 0.201, 0.172, 0.364, 0.368]}


## 2
{"formula": "C4H12N2S2", "method": "wB97M-V/def2-TZVPD", "gap_ev": 9.24, "e_lumo_ev": 0.786, "homo_energy_ev": -8.4584, "smiles": "NCCSSCCN", "species": ["N", "C", "C", "S", "S", "C", "C", "N", "H", "H", "H", "H", "H", "H", "H", "H", "H", "H", "H", "H"], "xyz": [[2.592, -1.642, 1.917], [2.570, -0.221, 1.487], [1.893, -0.051, 0.129], [0.310, -1.083, -0.075], [-1.100, -0.080, 0.805], [-1.574, 1.292, -0.364], [-1.846, 0.843, -1.876], [-2.080, 2.000, -2.696], [1.756, -2.042, 2.361], [2.968, -2.319, 1.262], [2.130, 0.439, 2.254], [3.627, 0.073, 1.419], [1.498, 0.978, 0.085], [2.467, -0.250, -0.776], [-0.864, 2.133, -0.457], [-2.534, 1.593, 0.093], [-2.634, 0.051, -1.899], [-1.002, 0.146, -2.080], [-1.569, 2.018, -3.584], [-3.033, 2.296, -2.761]], "nbo_charge": [-0.870, -0.243, -0.521, 0.050, 0.076, -0.533, -0.251, -0.865, 0.374, 0.362, 0.208, 0.200, 0.218, 0.220, 0.219, 0.215, 0.176, 0.216, 0.378, 0.373]}


## 3
{"formula": "C4H12N2S2", "method": "wB97M-V/def2-TZVPD", "gap_ev": 3.77, "e_lumo_ev": -3.718, "homo_energy_ev": -7.4872, "species": ["N", "C", "C", "S", "S", "C", "C", "N", "H", "H", "H", "H", "H", "H", "H", "H", "H", "H", "H", "H"], "xyz": [[-0.877, 2.795, -0.452], [-1.214, 1.394, -0.728], [-0.586, 0.979, -2.076], [1.199, 1.352, -2.003], [-0.987, -0.883, 2.303], [-0.381, -1.622, 0.791], [0.977, -1.305, 0.352], [2.030, -1.635, 1.323], [0.152, 2.901, -0.726], [-0.970, 3.019, 0.523], [-0.830, 0.752, 0.008], [-2.337, 1.245, -0.740], [-0.746, -0.090, -2.265], [-1.069, 1.520, -2.882], [-0.723, -2.707, 0.671], [0.036, -1.403, 3.124], [1.060, -0.205, 0.205], [1.220, -1.763, -0.622], [1.569, -1.895, 2.187], [2.476, -2.449, 1.007]], "nbo_charge": [-0.858, -0.224, -0.568, -0.106, 0.009, -0.160, -0.379, -0.766, 0.373, 0.355, 0.155, 0.186, 0.218, 0.237, 0.219, 0.136, 0.246, 0.227, 0.340, 0.361]}


## 4
{"formula": "C4H12N2S2", "method": "wB97M-V/def2-TZVPD", "gap_ev": [8.52, 8.52], "e_lumo_ev": [0.707, 0.707], "homo_energy_ev": [-7.8161, -7.8167], "species": ["C", "C", "C", "C", "N", "N", "S", "S", "H", "H", "H", "H", "H", "H", "H", "H", "H", "H", "H", "H"], "xyz": [[0.340, 1.802, 0.422], [1.425, -0.421, -1.502], [-0.688, 0.880, 1.041], [-0.389, -0.518, 0.594], [-0.401, -1.738, -1.953], [0.031, -0.527, -1.457], [-0.602, 0.777, 2.944], [-1.587, -1.837, 0.885], [1.407, 1.485, 0.604], [0.139, 1.623, -0.727], [0.105, 2.749, 0.537], [1.806, -0.584, -2.606], [1.855, 0.451, -1.073], [2.008, -1.288, -0.896], [-1.840, 1.147, 0.927], [0.561, -0.806, 1.054], [0.283, -2.404, -1.638], [-1.296, -1.958, -1.598], [-0.749, 2.098, 3.098], [-2.409, -0.931, 1.346]], "nbo_charge": [-0.625, -0.449, -0.335, -0.260, -0.615, -0.246, -0.085, 0.014, 0.219, 0.245, 0.211, 0.215, 0.214, 0.135, 0.232, 0.194, 0.316, 0.370, 0.121, 0.130]}


Preferred: 2; penalty for the next structure: 171.0 kJ/mol.


## 1
{"formula": "C4H4F2", "method": "wB97M-V/def2-TZVPD", "gap_ev": 10.30, "e_lumo_ev": 0.908, "homo_energy_ev": -9.3893, "smiles": "FCC1=C(F)C1", "species": ["F", "C", "C", "C", "F", "C", "H", "H", "H", "H"], "xyz": [[0.709, 2.325, -0.659], [0.366, 1.651, 0.433], [-0.783, 0.736, 0.358], [-1.858, 0.093, 0.043], [-2.663, -0.243, -0.964], [-1.831, 0.414, 1.433], [-0.062, 2.366, 1.143], [1.272, 1.194, 1.032], [-1.818, -0.315, 2.247], [-2.370, 1.314, 1.725]], "nbo_charge": [-0.329, 0.025, -0.101, 0.407, -0.291, -0.426, 0.176, 0.187, 0.188, 0.162]}


## 2
{"formula": "C4H4F2", "method": "wB97M-V/def2-TZVPD", "gap_ev": 10.51, "e_lumo_ev": 1.144, "homo_energy_ev": -9.3709, "smiles": "FC1(F)[C@@H]2C[C@@H]21", "species": ["F", "C", "F", "C", "C", "C", "H", "H", "H", "H"], "xyz": [[-0.509, 1.824, 1.438], [-0.528, 1.023, 0.405], [-1.586, 1.132, -0.378], [0.623, 0.436, -0.105], [0.149, -0.845, -0.716], [-0.197, -0.678, 0.643], [1.626, 0.613, -0.362], [1.030, -1.487, -1.022], [-0.737, -0.900, -1.474], [0.130, -1.119, 1.569]], "nbo_charge": [-0.292, 0.755, -0.314, -0.359, -0.397, -0.275, 0.238, 0.216, 0.205, 0.224]}


Preferred: 2; penalty for the next structure: 8.1 kJ/mol.